1.
115
Properties=species:S:1:pos:R:3:forces:R:3:mulliken_charge:R:1 method="wB97M-V/def2-TZVPD" e_above_lowest_ev=1.427 gap_ev=10.07 e_lumo_ha=0.079 total_charge=-1
As 0.237895 -0.181490 -0.986819 -1.30 -1.70 0.00 2.3664
F -0.305731 -0.953103 -2.511238 0.56 0.92 1.19 -0.6711
F 0.778155 1.197205 -1.910910 -0.15 0.22 0.55 -0.4406
F 0.670652 0.466578 0.636201 0.02 0.24 -1.19 -0.5584
F -0.287053 -1.620753 -0.137516 0.22 0.73 -0.14 -0.5661
F 1.812598 -0.862525 -1.120342 0.13 0.09 0.12 -0.5251
F -1.354065 0.525189 -0.767981 0.67 0.05 -0.19 -0.3611
C 1.514738 2.720207 2.604454 0.69 -0.22 -0.26 -0.4539
O 1.363731 2.527049 4.040459 -0.07 -0.52 -1.00 0.0269
C 2.152668 3.239414 4.827247 -1.18 1.53 -0.83 0.6955
O 2.828464 4.178067 4.464308 0.51 -0.57 0.39 -0.6215
O 1.869389 2.909022 6.079706 0.21 -0.28 -0.08 -0.2993
C 2.486223 3.668530 7.098329 0.46 -0.49 0.80 -0.7282
H 1.255877 3.712561 2.240757 0.01 0.23 0.54 0.3138
H 0.916355 2.006792 2.050539 -0.28 -0.17 0.56 -0.4485
H 2.536672 2.497918 2.300860 0.14 0.22 0.20 0.5640
H 2.268849 3.077859 7.989110 -0.08 0.36 0.13 0.2544
H 2.100243 4.683218 7.187597 -0.13 -0.07 -0.20 0.2914
H 3.573586 3.697376 7.010436 -0.06 0.09 -0.34 0.3150
C 1.031375 -2.896998 -8.226076 -0.10 0.65 -0.44 -0.2082
O 0.819510 -1.528769 -7.936814 0.24 1.38 -0.66 -0.3744
C 0.239361 -1.143550 -6.792394 1.03 -2.17 1.48 0.8285
O -0.282626 -1.905488 -6.017343 -0.55 0.61 -0.54 -0.5138
O 0.589272 0.103520 -6.573511 0.23 1.45 -1.11 -0.3449
C 0.073416 0.817328 -5.471687 -0.28 -0.76 1.80 -0.0350
H 0.050396 -3.357939 -8.336766 0.35 -0.65 0.39 0.2991
H 1.754249 -3.313299 -7.525193 -0.58 -0.39 0.29 -0.1389
H 1.535733 -2.860211 -9.193644 -0.18 -0.17 -0.04 0.2217
H 0.700047 1.666975 -5.205802 0.07 0.16 -0.85 0.0959
H 0.147890 0.200267 -4.571381 -0.41 -0.22 -0.14 -0.1818
H -0.970132 1.099872 -5.601197 0.07 0.08 -0.21 0.3835
C -1.312937 -7.183922 0.572869 -0.58 -1.32 0.86 -0.6936
O -1.238647 -6.115405 -0.309720 -0.01 0.75 -1.11 -0.3512
C -1.365608 -4.825315 0.088284 -0.38 -0.77 0.60 0.6274
O -1.352216 -3.896684 -0.641314 0.00 -0.12 -0.46 -0.2536
O -1.552302 -4.781324 1.417014 0.50 -0.63 0.42 -0.4882
C -1.713227 -3.490943 1.959857 -0.80 1.15 0.51 -0.1185
H -2.313237 -7.434596 0.954151 -0.16 0.94 0.14 0.2614
H -0.645444 -7.064231 1.426544 0.09 -0.18 -0.14 0.2976
H -1.144075 -8.109700 0.017109 0.83 0.33 -0.20 0.2670
H -1.742520 -3.530406 3.050055 0.10 -0.58 -0.06 0.3588
H -2.694246 -3.117469 1.654118 0.26 0.32 -0.14 0.1247
H -0.930872 -2.780893 1.696699 -0.07 -0.20 -0.45 -0.0322
C -1.014215 4.148788 -0.694278 0.31 1.58 -1.42 -0.8827
O -2.046324 3.220793 -0.463121 0.87 -0.70 0.90 -0.1440
C -3.249658 3.426853 -0.934927 -1.11 1.10 -0.08 0.5605
O -3.589280 4.243923 -1.754828 0.27 -0.01 -0.06 -0.6328
O -4.100644 2.636606 -0.272009 0.19 -0.52 0.54 -0.0589
C -5.481677 2.938135 -0.277056 -0.87 0.31 -0.30 -0.8317
H -0.012555 3.796766 -0.460448 -0.38 -0.79 0.32 0.1557
H -1.161306 5.103228 -0.181890 -0.34 -0.25 0.47 0.4165
H -0.986569 4.460709 -1.741919 -0.12 -0.34 -0.14 0.3913
H -6.008662 2.121628 0.210121 0.29 -0.28 -0.14 0.2306
H -5.899435 3.099167 -1.270348 0.29 -0.24 -0.19 0.3451
H -5.764508 3.828643 0.289438 0.64 0.19 0.13 0.3124
C 1.866259 -0.841606 3.271459 -0.96 -0.18 -1.38 -0.4940
O 2.334622 -0.493117 4.547268 -0.16 -0.32 1.48 -0.2334
C 3.623188 -0.497738 4.838773 0.59 -0.33 -1.31 0.7919
O 4.525337 -0.698354 4.064011 -0.04 -0.06 0.13 -0.6023
O 3.766514 -0.238175 6.130935 -1.19 0.44 0.55 -0.3297
C 4.990213 -0.384594 6.777627 1.44 -0.96 0.21 -0.7441
H 2.033644 -0.010703 2.592318 0.06 -0.28 -0.24 0.0667
H 0.794812 -1.042648 3.333812 -0.11 0.74 0.47 0.2054
H 2.154375 -1.799075 2.831112 1.18 0.20 0.35 0.4184
H 4.854672 -1.079308 7.610298 -0.24 0.37 0.21 0.2812
H 5.407912 0.560625 7.123512 -0.33 0.11 -0.01 0.2452
H 5.759404 -0.876844 6.176624 -0.24 0.25 -0.45 0.3469
C 2.365721 3.998504 -2.805719 1.13 -0.35 -0.17 -0.3087
O 2.842280 3.697825 -1.492965 -0.51 -0.09 0.39 -0.1434
C 3.497587 4.638874 -0.812656 -0.87 -0.58 -0.14 0.6675
O 4.010062 5.614089 -1.282315 0.34 0.42 0.05 -0.5961
O 3.420166 4.286286 0.474624 0.08 0.34 0.26 -0.1577
C 4.274829 5.034601 1.348566 1.12 -0.88 0.20 -0.6910
H 2.320952 3.025112 -3.281342 -0.38 0.02 -0.11 -0.2147
H 3.129927 4.582782 -3.319408 -0.30 0.26 -0.08 0.4807
H 1.391260 4.480553 -2.790612 0.04 0.07 0.11 0.1982
H 5.228680 4.494419 1.362655 0.28 0.45 -0.47 0.2975
H 4.005647 4.916739 2.397341 -1.04 0.34 -0.27 0.1337
H 4.386513 6.049716 0.981832 0.00 0.05 0.29 0.3814
C -6.407204 -3.973463 -0.373939 -0.69 0.32 -0.22 -0.6221
O -5.525186 -4.123488 -1.481280 -0.31 -0.24 0.59 -0.3850
C -4.499749 -3.272957 -1.638253 0.58 0.70 -0.22 0.7271
O -3.728448 -3.409920 -2.535322 0.08 0.11 -0.13 -0.4997
O -4.510370 -2.295742 -0.724345 -0.80 -0.61 0.57 -0.3032
C -3.543973 -1.257122 -0.749598 1.02 0.69 -1.01 -0.2614
H -7.260044 -4.606131 -0.613687 0.12 -0.22 0.15 0.2661
H -6.798516 -2.959105 -0.288793 0.21 0.09 -0.10 0.2630
H -5.983156 -4.241102 0.592937 0.30 -0.18 -0.15 0.2484
H -3.466942 -0.802024 0.232882 -0.16 -0.30 0.08 -0.1335
H -3.814516 -0.488418 -1.478604 -0.35 -0.05 0.09 0.4271
H -2.563059 -1.587761 -1.085153 -0.10 -0.46 0.27 0.1999
C -1.574976 1.623933 2.554525 1.38 0.82 0.12 -0.0183
O -2.788561 1.545485 3.298627 -0.95 -0.35 -0.69 -0.4709
C -3.494654 0.424244 3.146084 1.26 -0.43 0.81 0.6904
O -3.078801 -0.585930 2.643457 -0.37 -0.14 -0.45 -0.4707
O -4.637157 0.536688 3.818201 -0.61 0.48 -0.10 -0.4000
C -5.448732 -0.629256 3.903371 0.02 -0.53 -0.84 -0.5814
H -1.641253 2.084864 1.568844 -0.79 0.01 0.07 0.1184
H -1.017371 0.706623 2.374892 -0.51 -0.37 0.47 0.2964
H -0.979679 2.282002 3.185338 0.15 -0.09 -0.12 0.1406
H -5.127439 -1.236571 4.746488 -0.30 0.11 0.22 0.2807
H -5.375791 -1.259844 3.014558 0.43 0.15 -0.06 0.1828
H -6.491863 -0.323727 3.908084 0.08 0.23 0.64 0.2780
C 3.059983 0.102220 -3.530523 -0.09 0.17 0.68 -0.1661
O 3.784483 -0.789888 -4.385987 0.38 0.78 -0.19 -0.3986
C 3.432503 -2.056189 -4.354452 -1.54 -1.09 -0.07 0.8060
O 2.399876 -2.531573 -3.953564 0.29 0.42 0.18 -0.4582
O 4.381294 -2.784928 -4.935382 1.26 0.18 -0.22 -0.3997
C 4.120363 -4.159054 -5.180675 -0.58 0.26 -0.61 -0.5072
H 3.257826 1.133889 -3.807587 0.42 -0.15 -0.43 0.1243
H 3.420063 -0.053263 -2.517329 -0.14 0.07 0.05 0.4294
H 1.982774 -0.020028 -3.531325 0.09 -0.54 -0.23 -0.0727
H 3.654337 -4.668097 -4.340688 0.28 0.05 0.18 0.2849
H 5.064960 -4.578614 -5.515381 0.04 -0.13 0.35 0.2361
H 3.426871 -4.228923 -6.021924 -0.11 -0.08 0.04 0.1022

=====

2.
126
Properties=species:S:1:pos:R:3:forces:R:3:mulliken_charge:R:1 method="wB97M-V/def2-TZVPD" e_above_lowest_ev=8.684 gap_ev=6.25 e_lumo_ha=-0.155 total_charge=+1
N 0.051881 -2.198044 0.089570 -1.22 1.29 0.72 -0.6019
C -1.307977 -1.547850 0.413240 1.23 0.13 -1.09 0.1193
P -1.082764 -0.574686 2.084653 0.57 0.96 -0.87 0.1357
I -1.574588 -2.135155 3.910558 0.38 0.69 -0.89 0.0521
C -2.344205 0.888127 2.253796 -1.60 0.39 0.93 -0.4183
O -2.754011 1.458218 0.952657 -2.93 -3.55 3.99 -0.3219
O -1.778988 2.169780 0.440723 3.87 1.39 -3.47 -0.1454
C 0.763428 0.057355 2.057937 2.64 0.08 1.31 0.1016
C 1.715897 -0.599930 3.196854 2.66 2.90 -2.74 -0.1164
C 3.315963 -0.110629 3.157454 -4.38 1.99 -4.13 -0.2954
C 3.575807 0.971345 1.917598 -1.71 -1.09 0.91 -0.3906
C 2.445222 1.538918 0.894649 -0.54 -3.27 3.42 -0.2949
N 1.036540 1.057764 0.991316 4.06 -1.78 3.18 0.0471
H 0.491282 -2.549805 0.973103 -0.30 0.41 -1.34 0.3170
H 0.673192 -1.496921 -0.399454 -0.88 -1.09 1.03 0.3254
H -2.165362 -2.344990 0.467614 1.63 1.75 0.04 0.4061
H -1.489772 -0.720773 -0.418064 0.04 -1.82 1.77 -0.1386
H -1.989376 1.710293 3.032007 -0.40 -1.75 -1.83 0.2904
H -3.329093 0.396952 2.715035 2.11 1.06 -1.16 0.3359
H -1.549766 1.668208 -0.417589 -0.10 1.20 1.61 0.2305
H 1.394578 -1.391010 4.007486 0.41 1.85 -1.99 0.1203
H 4.141460 -0.503111 3.885831 -1.71 0.90 -1.64 0.3416
H 4.685912 1.364556 1.766158 -2.66 -0.91 0.38 0.3665
H 2.757280 2.310637 0.062642 -0.94 -1.73 1.89 0.2934
C 2.377769 6.203586 4.160607 -0.07 0.17 0.29 -1.3267
C 3.611769 6.236128 3.262112 -0.33 -0.29 -0.18 0.3507
C 3.285503 6.496752 1.773266 0.42 -0.07 0.00 -0.7466
O 2.752256 5.364965 1.079602 -0.10 0.43 0.16 -0.3729
C 1.362387 5.158746 1.277485 0.15 -0.26 -0.15 -0.5398
N 4.362953 4.984256 3.437181 0.11 -0.03 -0.41 -0.6850
H 1.812449 5.272540 4.068836 0.10 0.06 -0.08 0.2147
H 2.671176 6.293816 5.212988 -0.01 -0.05 -0.22 0.3434
H 1.704250 7.035892 3.931682 0.05 -0.09 0.02 0.3455
H 4.240785 7.065119 3.608804 0.00 -0.10 -0.16 0.4385
H 4.224882 6.738203 1.260822 -0.13 -0.15 0.01 0.3457
H 2.634379 7.369895 1.649810 -0.14 -0.09 0.07 0.4068
H 0.813762 6.100525 1.380608 0.07 -0.05 0.07 0.3882
H 1.199985 4.524422 2.150736 -0.22 0.09 0.11 0.1442
H 0.970637 4.625086 0.407785 0.08 0.08 -0.01 0.1925
H 5.235783 5.050788 2.910756 -0.09 0.02 0.24 0.2892
H 3.844697 4.248208 2.949219 0.06 0.20 0.22 0.2333
C -2.588194 0.024902 7.585131 -0.17 -0.24 0.03 -1.3769
C -1.158411 0.245831 7.097260 -0.27 0.37 0.26 0.2554
C -0.291142 1.069086 8.077635 0.23 0.23 -0.29 -0.8082
O -0.561741 2.473769 8.067472 0.08 -0.75 0.14 -0.3748
C -1.684735 2.859116 8.844525 0.00 0.33 -0.11 -0.6559
N -1.199140 0.865387 5.764368 0.28 0.26 -0.22 -0.2892
H -3.215011 0.913435 7.473495 0.16 -0.05 0.01 0.2957
H -3.067188 -0.775312 7.008975 0.08 0.13 0.05 0.2584
H -2.601244 -0.271867 8.638946 -0.01 0.05 -0.13 0.3781
H -0.694233 -0.743369 7.001842 0.11 0.10 0.01 0.3537
H 0.755512 0.970353 7.764429 -0.11 0.13 -0.01 0.3244
H -0.346137 0.670502 9.097286 -0.18 0.02 -0.01 0.4695
H -1.800222 2.241888 9.741333 0.00 -0.04 -0.10 0.3041
H -2.590007 2.821832 8.235918 -0.15 -0.07 0.18 0.2337
H -1.542413 3.896966 9.156380 0.10 -0.14 -0.05 0.2567
H -0.246142 0.921353 5.400987 -0.09 -0.01 0.08 0.1467
H -1.464126 1.846030 5.893148 0.01 -0.25 0.03 0.3049
C 5.851245 -5.329002 3.406469 -0.01 -0.35 0.00 -1.3451
C 6.793691 -4.373059 2.679092 -0.30 0.25 0.27 0.3584
C 7.501126 -3.368808 3.618270 0.15 0.08 -0.40 -0.7163
O 6.671973 -2.290049 4.060138 0.16 -0.38 0.19 -0.3473
C 5.826156 -2.611697 5.153095 0.00 0.30 -0.20 -0.7309
N 6.047042 -3.682456 1.617164 0.22 0.36 0.08 -0.6927
H 4.908712 -4.856036 3.694199 0.12 0.05 -0.04 0.2391
H 5.596072 -6.176704 2.759923 0.05 0.21 0.08 0.3420
H 6.321303 -5.730876 4.309969 -0.06 0.04 -0.08 0.3450
H 7.572864 -4.984999 2.208451 -0.01 0.18 0.04 0.4227
H 8.316787 -2.899225 3.054780 -0.19 0.05 0.07 0.3241
H 7.967842 -3.874418 4.471567 -0.16 -0.03 0.08 0.4058
H 6.293895 -3.319011 5.845553 -0.07 -0.01 -0.10 0.3450
H 4.877021 -3.006834 4.786601 -0.08 -0.24 0.16 0.2308
H 5.608417 -1.689255 5.697459 0.15 0.01 -0.02 0.2970
H 6.701257 -3.118862 1.071501 -0.14 -0.22 -0.01 0.2856
H 5.450021 -2.984670 2.070068 0.10 -0.27 -0.12 0.2549
C -5.227047 1.984499 -3.978945 -0.04 -0.20 -0.24 -1.3271
C -5.026171 1.772249 -2.480376 -0.08 0.40 -0.19 0.2338
C -5.963306 2.634245 -1.603008 0.30 0.05 0.29 -0.7313
O -5.581477 4.009559 -1.507179 -0.35 -0.60 -0.12 -0.3839
C -5.988879 4.808093 -2.607081 0.21 0.26 0.11 -0.6699
N -3.612773 2.007483 -2.150106 0.14 0.05 0.44 -0.2857
H -4.786162 2.918668 -4.336441 -0.05 -0.07 0.14 0.2852
H -4.753532 1.173653 -4.544671 -0.04 0.14 0.13 0.1860
H -6.291602 1.989554 -4.234811 0.12 0.02 0.02 0.3849
H -5.257294 0.720822 -2.270214 0.00 0.11 0.11 0.3640
H -5.916064 2.245277 -0.578409 0.08 0.14 -0.07 0.3203
H -7.008948 2.542755 -1.918990 0.04 0.06 -0.17 0.4729
H -6.953351 4.490039 -3.015990 0.09 -0.06 0.00 0.3070
H -5.221461 4.793637 -3.383076 -0.16 0.01 -0.19 0.2449
H -6.084859 5.840315 -2.260746 0.00 -0.15 0.07 0.2542
H -3.462941 1.769796 -1.168048 -0.32 0.09 -0.28 0.2089
H -3.458709 3.019397 -2.177610 -0.02 -0.27 -0.06 0.2758
C -1.054927 -1.755019 -4.065395 -0.08 -0.17 0.19 -1.1436
C -1.045349 -0.230174 -4.141968 0.13 -0.19 -0.38 1.1713
C -1.646883 0.326570 -5.453162 0.32 0.33 -0.04 -0.7392
O -0.785619 0.217107 -6.590134 -0.56 0.02 0.49 -0.4963
C -0.792872 -1.059700 -7.209109 0.23 0.11 -0.14 -0.5037
N 0.328947 0.249659 -3.934170 -0.03 0.29 -0.11 -0.7055
H -0.274633 -2.213973 -4.678057 -0.09 0.11 0.01 0.2772
H -0.883378 -2.085045 -3.034188 0.03 0.05 -0.12 0.2452
H -2.021440 -2.157440 -4.385831 0.11 0.06 0.04 0.2079
H -1.665876 0.137664 -3.315696 -0.02 0.16 -0.17 -0.3177
H -1.814865 1.401839 -5.315648 0.10 -0.11 -0.04 0.3040
H -2.628105 -0.113486 -5.665617 0.03 -0.18 -0.03 0.3688
H -1.777688 -1.536004 -7.166166 0.14 0.08 0.05 0.1341
H -0.038053 -1.700922 -6.750425 -0.16 -0.23 -0.03 0.2154
H -0.518161 -0.930108 -8.259052 -0.08 0.07 0.12 0.3523
H 0.315195 1.270002 -3.888400 -0.01 -0.21 0.05 0.3066
H 0.851591 0.055658 -4.793047 -0.11 -0.03 0.28 0.3288
C -2.328610 -6.989168 -8.449651 -0.03 -0.33 0.01 -1.3663
C -1.386164 -6.033225 -9.177028 -0.32 0.26 0.22 0.3385
C -0.678730 -5.028974 -8.237850 0.09 0.12 -0.38 -0.8029
O -1.507882 -3.950215 -7.795981 0.30 -0.50 0.20 -0.2643
C -2.353700 -4.271863 -6.703025 -0.13 0.23 -0.23 -0.5296
N -2.132813 -5.342622 -10.238956 0.28 0.34 0.14 -0.7509
H -3.271143 -6.516203 -8.161920 0.14 0.04 -0.06 0.2760
H -2.583783 -7.836870 -9.096197 0.05 0.22 0.08 0.3431
H -1.858553 -7.391042 -7.546151 -0.05 0.04 -0.06 0.3391
H -0.606992 -6.645165 -9.647669 0.01 0.18 0.04 0.4314
H 0.136931 -4.559391 -8.801340 -0.18 0.05 0.05 0.3186
H -0.212013 -5.534584 -7.384553 -0.15 -0.05 0.10 0.4343
H -1.885960 -4.979177 -6.010567 -0.02 -0.03 -0.09 0.3334
H -3.302835 -4.667000 -7.069519 -0.02 -0.16 0.18 0.2345
H -2.571439 -3.349421 -6.158661 0.10 -0.05 -0.10 0.0319
H -1.478598 -4.779029 -10.784619 -0.15 -0.21 -0.01 0.2763
H -2.729834 -4.644836 -9.786051 0.07 -0.28 -0.14 0.3362